DFT (wB97M-V/def2-TZVPD) results for 11 unconnected molecules or ions with the total composition C46H108N6O11S5.

- frontier orbital gap (eV) = 8.5209
- HOMO level (Ha) = -0.306
- energy (hartree) = -4964.31160

Geometry as XYZ:
```
176
Properties=species:S:1:pos:R:3:forces:R:3:lowdin_charge:R:1
C 2.758666 1.884962 -3.060002 -0.727 0.256 -0.386 -0.255
S 3.398855 3.531178 -3.458111 -1.084 0.357 1.989 0.843
O 3.429081 3.703549 -4.909739 -0.105 0.229 -1.813 -0.571
C 1.942203 4.536284 -2.754295 2.937 -0.939 0.427 -0.197
H 1.812151 1.630590 -3.559303 0.347 0.270 -0.159 0.054
H 2.514443 1.899775 -2.012036 0.164 -0.110 0.648 0.021
H 3.515386 1.137344 -3.270903 0.164 0.039 -0.033 0.048
H 2.219045 5.574624 -2.868652 -0.133 0.238 -0.353 0.044
H 2.082335 4.294274 -1.703667 -0.484 0.004 0.294 0.029
H 1.011168 4.255309 -3.150914 -1.204 -0.247 -0.606 -0.003
C -2.733863 6.709958 -3.218519 -0.628 -0.714 -1.070 -0.245
S -1.815565 5.943270 -4.578132 -0.612 1.434 -0.772 0.847
O -1.154265 4.731586 -4.031515 -0.454 -0.513 0.276 -0.539
C -3.330469 5.515477 -5.509060 1.015 -0.103 -0.541 -0.233
H -3.160341 7.670158 -3.479622 -0.343 -0.018 -0.489 0.058
H -2.009585 6.927498 -2.508912 1.320 0.118 1.675 0.015
H -3.467448 5.982805 -2.874408 -0.059 0.203 0.258 0.051
H -3.006652 4.898148 -6.345131 0.093 0.116 -0.066 0.037
H -3.829331 6.412859 -5.897676 0.269 -0.129 0.322 0.069
H -3.959380 4.937053 -4.874372 -0.687 -0.349 0.600 0.026
C -1.894048 -0.813562 -4.659198 -1.735 -0.785 -1.539 -0.219
S -3.554661 0.039704 -4.648241 1.996 -1.069 0.547 0.854
O -3.908178 -0.063733 -3.196870 -0.761 0.247 0.128 -0.581
C -2.877209 1.680791 -4.869577 -0.540 0.037 -1.321 -0.274
H -1.302254 -0.427853 -3.897198 0.800 1.012 1.707 -0.015
H -1.388225 -0.558409 -5.595859 -0.181 -0.631 -0.107 0.054
H -2.056934 -1.895749 -4.438784 0.089 0.804 -0.671 0.068
H -3.794684 2.298573 -4.892611 0.743 0.173 0.361 0.046
H -2.417135 1.751725 -5.895182 -0.261 -0.056 1.077 0.071
H -2.171679 1.861968 -4.056976 -0.166 0.323 -0.113 0.049
C -0.166681 4.881534 4.269809 -1.006 0.066 -0.246 -0.242
S -1.471767 3.836290 3.529843 0.046 -1.028 -0.124 0.806
O -2.683007 3.817522 4.433428 0.914 0.845 -0.772 -0.560
C -1.698907 4.810520 1.974883 1.479 0.862 0.930 -0.238
H 0.721548 4.854637 3.647097 -0.060 0.106 -0.207 0.035
H 0.084222 4.504354 5.251752 -0.173 -0.212 0.179 0.049
H -0.624041 5.861599 4.347078 0.337 0.390 0.126 0.047
H -0.679952 4.839334 1.544294 -0.159 -0.195 0.305 0.038
H -1.905283 5.897457 2.177874 -0.644 -1.197 -0.336 0.076
H -2.257271 4.214320 1.258842 -0.773 0.421 0.367 0.023
C -4.793658 1.586280 3.604897 0.982 0.505 0.843 -0.246
S -3.391047 0.733793 2.905104 0.540 -0.181 0.071 0.847
O -2.962120 1.413490 1.613006 -0.848 -0.560 0.724 -0.575
C -4.261607 -0.819963 2.589452 0.300 -0.717 -0.029 -0.253
H -4.342735 2.547803 3.923647 -0.561 -0.431 -0.092 0.024
H -5.075035 0.996568 4.494155 0.026 0.296 -0.334 0.069
H -5.596025 1.694069 2.906088 -0.439 -0.024 -0.457 0.029
H -3.623423 -1.563643 2.122881 0.681 0.028 0.237 0.038
H -5.016152 -0.680129 1.850621 -0.978 0.484 -0.164 0.004
H -4.661391 -1.268015 3.526259 0.272 0.629 -0.537 0.075
C -1.581524 -0.857559 -0.746619 -1.188 -1.021 0.463 0.017
C -0.983350 0.446941 -1.206728 0.529 0.107 -1.789 -0.535
O -0.141709 0.455924 -2.123308 0.132 -0.305 0.403 -0.028
N -1.482036 1.595892 -0.758153 -0.109 -0.868 0.135 0.051
C -1.029752 2.910697 -1.117564 0.768 -0.545 -1.215 -0.049
H -2.211187 -1.284923 -1.584671 0.809 0.537 0.788 0.095
H -2.242481 -0.803791 0.135209 0.018 0.593 -0.409 0.061
H -0.857503 -1.616786 -0.417789 0.163 0.494 -0.598 0.055
H -2.190619 1.494926 -0.059078 -0.362 0.276 0.594 0.059
H -1.130596 3.451041 -0.215204 -0.240 1.255 0.395 0.035
H -1.481571 3.330822 -2.023931 -0.673 0.118 0.468 0.067
H 0.019614 2.959129 -1.427252 0.077 -0.622 0.494 0.065
C 0.357227 3.182180 -6.345208 -0.175 0.525 -1.661 0.004
C 0.265816 4.684902 -6.592149 -1.034 0.673 -1.368 -0.556
O -0.732960 5.164782 -7.171281 0.477 -0.785 0.744 -0.066
N 1.323675 5.484747 -6.358722 2.175 -1.283 1.677 0.009
C 1.305183 6.908732 -6.659466 -1.716 -0.014 -0.375 -0.078
H -0.263063 2.731420 -7.151400 0.182 0.230 0.729 0.094
H 0.049129 2.843196 -5.382940 -0.370 0.066 0.740 0.047
H 1.358236 2.854529 -6.532557 0.779 -0.220 0.121 0.062
H 2.179727 5.053341 -5.858188 -1.835 0.827 -1.135 0.132
H 1.694099 7.486574 -5.819279 -0.146 -0.030 -0.046 0.074
H 0.213456 7.174718 -6.897982 1.697 -0.247 0.549 0.100
H 1.886761 7.135747 -7.551015 0.138 -0.030 -0.049 0.074
C -6.288484 -0.776481 -0.649160 -0.356 -1.102 1.160 0.000
C -6.099139 0.632550 -0.187752 0.210 0.737 -0.284 -0.567
O -6.394875 1.014640 0.928997 -0.280 0.001 0.798 0.011
N -5.536577 1.473605 -1.086997 -0.369 0.400 -0.592 0.027
C -5.173490 2.849709 -0.755198 1.701 -1.085 -0.173 -0.054
H -5.405377 -1.074496 -1.192975 0.326 -0.379 -0.105 0.060
H -7.115486 -0.841228 -1.344992 -0.300 0.005 -0.103 0.081
H -6.509875 -1.467145 0.242371 0.407 1.114 -1.393 0.113
H -5.417501 1.144181 -2.033186 0.387 -0.123 0.070 0.093
H -5.872567 3.609992 -0.978392 -1.383 0.511 -0.302 0.056
H -4.260550 3.142701 -1.360292 -0.647 -0.547 1.028 0.092
H -5.026413 2.820240 0.328152 0.458 0.419 -0.236 0.072
C -0.010842 -2.401145 6.411564 1.019 -1.262 1.197 -0.037
C -0.358360 -3.261118 5.206755 -0.086 -0.061 0.025 -0.524
C 0.497203 -2.768559 4.064251 -1.190 -0.835 -2.663 -0.121
C 0.350689 -3.734292 2.816012 0.762 -0.083 2.311 -0.133
C 0.810795 -5.113984 3.340780 1.196 0.313 -3.145 -0.169
C 0.030282 -5.686637 4.474474 0.880 0.904 -0.395 -0.534
N 0.109111 -4.631492 5.513993 -0.510 -0.006 0.014 -0.089
O -0.664669 -5.107325 6.602943 0.063 0.123 1.200 -0.046
C -1.345340 -6.170823 3.950219 0.043 0.904 -0.382 -0.010
C 0.828257 -6.817846 5.071800 -1.486 -3.133 -0.561 -0.053
C -1.865752 -3.223019 4.929320 -0.405 1.022 -0.245 -0.020
H 1.032910 -2.666830 6.715290 -0.707 0.152 -0.088 0.107
H -0.659404 -2.524208 7.283277 -0.076 -0.265 -0.136 0.085
H 0.005181 -1.364423 6.224629 -0.163 1.313 -0.682 0.060
H 0.117797 -1.814010 3.728123 0.150 0.698 0.251 0.106
H 1.551055 -2.728578 4.288551 0.281 0.169 0.429 0.110
H 0.994302 -3.432279 1.994111 -0.006 0.100 -0.085 0.085
H -0.677011 -3.802819 2.468766 -0.088 0.189 -0.092 0.089
H 1.918854 -5.108050 3.468520 -0.688 0.205 0.534 0.134
H 0.712514 -5.740777 2.439240 -0.098 -0.482 0.424 0.116
H -1.735079 -5.711764 2.981496 0.902 -0.484 1.181 0.102
H -1.253396 -7.242527 3.832491 -0.379 -0.220 -0.094 0.076
H -2.050318 -5.902352 4.709753 -0.750 -0.388 0.417 0.060
H 1.125759 -7.606991 4.330800 -0.554 0.766 0.012 0.099
H 1.768199 -6.530609 5.456842 0.709 0.700 0.976 0.067
H 0.173454 -7.410139 5.778806 1.009 0.857 -0.246 0.104
H -2.151513 -3.578523 3.922195 0.113 -0.032 0.686 0.074
H -2.297904 -2.210113 5.043669 0.547 -0.102 -0.288 0.086
H -2.361166 -3.754155 5.731342 -0.165 -0.584 -0.128 0.077
H -0.180402 -4.785291 7.389372 -0.312 -0.413 -0.566 0.114
C 1.641690 0.017636 1.254782 0.037 -0.182 1.605 0.011
C 1.981661 1.293750 2.216141 0.578 -1.294 -2.485 -0.455
C 1.727961 1.091127 3.683458 -0.068 -0.906 1.246 -0.123
C 2.699557 0.111722 4.372445 0.797 1.158 -2.135 -0.161
C 4.091270 0.755463 4.268473 -0.618 -2.100 -1.384 -0.110
C 4.414974 0.860082 2.756119 1.365 -0.065 0.206 -0.534
N 3.411161 1.702468 2.120039 -0.117 0.084 -0.326 -0.069
O 3.794441 1.895600 0.721993 -0.812 -1.070 0.526 -0.051
C 5.712804 1.660327 2.650211 0.133 0.282 0.447 -0.054
C 4.725882 -0.499184 2.045992 -0.830 1.707 -1.155 -0.024
C 1.262653 2.449343 1.562205 -0.860 1.241 0.415 -0.052
H 2.218130 -0.923666 1.504536 -0.532 1.262 -0.361 0.062
H 1.760731 0.283209 0.193813 0.196 -0.111 0.429 0.072
H 0.577343 -0.258582 1.402160 0.366 0.298 -0.045 0.084
H 1.860318 2.015841 4.232075 -0.119 0.631 -0.130 0.114
H 0.738720 0.736792 3.946324 -0.598 0.105 -0.622 0.113
H 2.784073 -0.781777 3.770735 -0.339 -0.523 0.033 0.075
H 2.333517 -0.166666 5.318714 -0.161 -0.147 1.409 0.091
H 4.840229 0.021905 4.601041 0.061 0.733 0.644 0.127
H 4.111380 1.746832 4.669931 0.364 0.440 0.706 0.111
H 6.433949 1.280801 3.402696 -0.112 0.189 -0.739 0.097
H 6.080291 1.639947 1.620781 0.383 -0.200 0.307 0.081
H 5.486254 2.704961 2.887495 0.136 -0.019 0.133 0.088
H 5.707984 -0.882268 2.291464 0.238 0.097 0.079 0.081
H 3.985793 -1.248827 2.270413 -0.125 -0.375 -0.173 0.044
H 4.679622 -0.167793 0.951411 0.171 -1.115 1.311 0.102
H 1.675635 2.521878 0.543757 -0.644 0.122 0.324 0.069
H 1.533505 3.392518 2.098918 -0.118 -0.559 -0.350 0.084
H 0.144171 2.386614 1.579304 0.952 -0.325 -0.169 0.074
H 4.297092 2.701604 0.728447 0.227 0.662 0.184 0.088
C 0.668402 -5.717316 -1.418226 -0.649 0.535 0.408 -0.035
C 2.114934 -5.586248 -1.968973 -0.139 0.860 -0.774 -0.495
C 2.089008 -5.339616 -3.491167 0.167 1.246 -0.843 -0.133
C 1.649222 -3.907733 -4.032649 0.507 -0.468 2.387 -0.126
C 2.598112 -2.908454 -3.272389 0.482 -2.207 -1.245 -0.117
C 2.638818 -3.117716 -1.757138 -0.348 1.977 0.859 -0.521
N 2.891331 -4.467403 -1.391765 0.634 -2.325 -0.654 -0.106
O 2.890899 -4.580498 0.014232 0.390 -0.355 0.643 -0.033
C 3.808134 -2.290977 -1.170419 -0.715 -0.049 -0.154 -0.019
C 1.390933 -2.557298 -1.086874 -2.149 -0.961 0.656 -0.041
C 2.860406 -6.928955 -1.745296 -0.147 0.798 0.395 -0.035
H 0.210877 -6.664609 -1.742355 0.290 0.128 0.309 0.087
H -0.048066 -4.925318 -1.732459 0.731 -0.487 -0.331 0.068
H 0.634798 -5.604539 -0.312335 0.278 -0.540 -0.572 0.078
H 3.075578 -5.596892 -3.914531 -0.161 0.321 0.211 0.120
H 1.425431 -6.048173 -3.906888 -0.861 -1.031 -0.470 0.091
H 0.619240 -3.684146 -3.710664 0.121 -0.237 -0.180 0.094
H 1.668929 -3.853048 -5.132499 0.337 0.033 0.485 0.107
H 2.398685 -1.896034 -3.582157 0.094 0.503 0.314 0.110
H 3.603434 -3.239868 -3.593591 -0.115 0.641 -0.175 0.121
H 3.604207 -1.288990 -1.443059 -0.267 1.405 -0.135 0.063
H 3.839083 -2.317195 -0.080420 0.074 -0.246 -0.197 0.067
H 4.760447 -2.490250 -1.615980 0.653 -0.657 -0.167 0.081
H 0.497305 -3.233794 -1.135686 0.924 0.290 -0.311 0.071
H 1.482457 -2.444029 -0.000406 0.426 0.194 -0.256 0.055
H 0.984925 -1.648900 -1.502221 0.494 0.628 -0.268 0.058
H 2.449896 -7.655572 -2.434505 -0.461 -0.393 0.200 0.075
H 2.688451 -7.188136 -0.687988 0.331 -0.413 -0.473 0.084
H 3.931804 -6.913275 -2.009246 -0.340 0.478 0.403 0.090
H 3.772992 -4.939423 0.221549 -0.504 0.279 -0.127 0.122
```
Positions in Å, forces in eV/Å.